{
  "formula": "C49H57N13O8",
  "method": "wB97M-V/def2-TZVPD",
  "total_energy_ha": -3214.653587,
  "gap_ev": 9.54,
  "e_homo_ev": -9.49,
  "species": ["H", "N", "H", "O", "C", "N", "C", "C", "C", "C", "H", "H", "N", "H", "H", "H", "H", "C", "H", "N", "H", "O", "H", "C", "H", "N", "C", "H", "H", "C", "H", "H", "H", "C", "C", "C", "O", "H", "C", "N", "H", "H", "H", "H", "C", "H", "C", "O", "N", "H", "C", "C", "N", "C", "H", "H", "C", "C", "H", "O", "H", "H", "H", "N", "C", "H", "C", "H", "H", "H", "H", "H", "C", "C", "H", "H", "C", "H", "H", "C", "C", "C", "N", "C", "N", "C", "H", "H", "C", "H", "C", "C", "H", "C", "H", "O", "C", "H", "N", "C", "C", "C", "H", "H", "O", "C", "H", "N", "H", "C", "H", "H", "C", "C", "H", "C", "H", "C", "C", "O", "C", "C", "H", "H", "C", "H", "C"],
  "xyz": [[-1.4308, 0.1014, 2.5033], [-4.0968, -2.1812, 1.9067], [1.2195, 2.9615, 7.7357], [2.3103, -1.0309, -4.2555], [-5.6425, 2.4667, 0.4387], [4.2885, -0.1872, -1.8733], [5.6431, -1.3140, 0.2878], [2.1132, -3.9603, 3.2303], [-4.5815, 2.3551, -2.0801], [-6.2563, 3.2159, -0.5666], [-1.6531, 0.8522, 5.3198], [-2.3414, 2.2638, -6.5756], [0.0304, 4.7745, -3.2707], [-6.1575, 3.7796, -2.6136], [7.8977, 0.0002, 4.8022], [-0.8681, -0.8783, -3.0911], [-2.9990, 3.7312, 1.1801], [-0.2315, -4.7337, -3.0559], [-0.8488, 1.5397, 7.6577], [2.0694, 0.0635, -4.6528], [5.9409, 0.7336, 0.7811], [-4.7413, -3.4947, -2.0762], [-0.7418, -4.1304, 1.5268], [-0.8524, 1.5621, 5.4925], [-7.1354, 3.8030, -0.3298], [-3.9699, -2.8565, -2.7947], [-1.5129, -6.4311, -2.0998], [-4.3580, -1.1557, -1.5221], [-1.8738, 0.0289, -7.2231], [1.9418, 1.1699, -3.6165], [6.2377, -1.7957, 1.0986], [-3.8330, -3.2897, 0.1275], [-1.4138, 2.2031, 0.0109], [0.5781, -0.1067, 1.8930], [-1.9173, 3.9286, 1.1708], [-4.5267, 1.6886, 0.1185], [-3.4659, -3.2644, -3.8063], [-1.4719, 4.0764, -1.9933], [6.9027, 0.3899, 4.5190], [-0.1119, 5.4280, 1.6449], [0.8036, -4.7628, -0.1962], [-4.1246, 1.0089, 0.8392], [-2.2936, -0.5345, 0.1751], [4.8921, -3.1654, -0.5786], [-3.5943, -1.5352, -2.2225], [2.5090, -3.7117, 4.1815], [4.2742, -1.4932, -1.6759], [0.8374, 4.0181, -2.7300], [6.1268, -0.4463, 3.8657], [-3.5561, -0.8858, -3.0645], [-0.5500, -6.0751, -3.0713], [1.2774, 3.2125, 5.6063], [-1.7532, -4.2438, -1.2743], [0.7836, 2.6662, 6.7963], [-2.6676, -1.5778, -1.7600], [3.6492, 1.6429, 3.1160], [-3.5394, -3.3331, 1.1854], [6.6247, 1.7400, 4.6785], [1.8128, 2.1166, -4.1622], [1.7576, 0.2968, -5.8151], [-2.7245, -5.9556, -0.4988], [4.3071, -0.6155, 2.8362], [-1.4777, 1.4064, -2.6034], [-4.0245, 1.6357, -1.1072], [-0.7800, -0.1603, 1.6678], [2.4919, -0.6063, 0.9193], [5.0106, -2.1055, -0.6684], [-1.2511, -1.7635, -5.5216], [2.7852, 1.1092, -2.8919], [0.9431, 0.9029, -3.2118], [-0.1162, -6.7844, -3.7626], [0.9432, 2.6630, -0.0323], [-1.4451, 4.7873, -2.8375], [0.7184, 2.8427, 4.4452], [0.5067, -4.2632, -3.7480], [3.9305, -4.5477, 2.4289], [-2.0888, -5.5348, -1.2710], [4.9641, 1.6868, -1.1607], [5.2246, 3.2425, 4.2276], [1.4168, -0.5333, 0.8662], [-1.8282, 0.2042, -6.1880], [-1.2946, -0.2834, -3.9152], [-0.3231, 2.0017, 4.3768], [-2.0190, 1.5291, -5.8029], [-1.8745, 1.9677, -4.5350], [-0.8782, -3.8340, -2.1654], [1.7633, 4.8387, 1.1490], [-2.0920, 5.7616, 2.2522], [5.4797, 2.1790, 4.1734], [-1.9362, 4.3315, -3.6835], [1.1794, -4.4458, 0.7900], [-1.5462, 1.0738, -3.6270], [1.4461, -1.6716, -1.0453], [0.2883, 3.4063, 0.4489], [-4.1435, 2.2848, -3.0590], [-4.4723, -1.2566, 1.1694], [-5.7118, 3.1416, -1.8352], [-5.9576, 2.4650, 1.4586], [-0.4503, -1.0836, -0.4906], [-0.3537, 1.9009, 6.7521], [-1.0428, 3.1111, 0.4984], [-1.2654, -0.5688, 0.4344], [-2.4694, -3.1526, 1.1865], [0.9972, 0.1545, 2.8701], [0.2856, 5.4887, -4.2508], [4.5826, 1.3084, 3.5641], [-0.6625, -2.7954, -2.2427], [2.4825, -4.5515, 0.9868], [1.1128, 3.2185, 3.5169], [0.7650, -3.9037, 3.0471], [2.2153, 3.8137, 5.5905], [0.0557, -3.6470, 3.8467], [0.7007, 4.5897, 1.0762], [-1.3932, 5.0884, 1.7640], [-1.7712, 5.8115, -2.6222], [4.9266, 0.5972, -1.0439], [-3.7368, -4.2479, 1.8161], [-1.4715, -0.7425, -5.2561], [5.5598, 0.0624, 0.0793], [-4.0789, -2.2018, 3.1252], [0.2549, -4.1398, 1.8167], [2.9256, -4.2369, 2.1849], [-1.8591, -7.4559, -2.0874], [7.3437, 2.3846, 5.1807], [4.9562, 0.0103, 3.4192], [3.7371, -2.0340, -2.4011], [0.8301, -1.1231, -0.2413]]
}